Record 1
Here is C58H64As2CaCl4I2NO2P2 as an isolated structure from OMol25. Energies are from ωB97M-V/def2-TZVPD.

Last column: Löwdin charge in e.
Element x y z (Å)
Ca (-0.476, -0.091, 0.184)  0.903
C (0.782, 5.396, 0.625)  -0.114
C (0.799, 3.874, 0.725)  -0.569
C (2.074, 3.331, 0.083)  -0.149
P (-0.682, 2.976, 0.038)  1.061
C (-2.108, 4.013, 0.678)  -0.515
C (-3.392, 3.186, 0.766)  -0.135
C (-2.483, 5.386, 0.112)  -0.123
C (-0.454, 3.120, -1.763)  -0.313
C (-0.822, 4.255, -2.489)  -0.074
C (-0.560, 4.416, -3.840)  -0.304
C (-1.019, 5.639, -4.590)  -0.068
C (0.149, 3.390, -4.464)  -0.052
C (0.547, 2.266, -3.777)  -0.046
C (0.245, 2.055, -2.406)  -0.359
N (0.585, 0.897, -1.755)  -0.104
C (1.697, 0.209, -2.258)  -0.336
C (2.907, 0.895, -2.463)  -0.035
C (4.041, 0.266, -2.932)  -0.044
C (4.033, -1.093, -3.225)  -0.284
C (5.262, -1.806, -3.728)  -0.061
C (2.848, -1.781, -3.019)  -0.074
C (1.683, -1.173, -2.544)  -0.286
P (0.167, -2.139, -2.169)  1.104
C (0.838, -3.876, -2.114)  -0.555
C (1.845, -4.072, -0.979)  -0.097
C (-0.297, -4.888, -1.964)  -0.112
C (-0.756, -2.171, -3.790)  -0.539
C (-1.276, -0.773, -4.109)  -0.125
C (0.019, -2.735, -4.976)  -0.108
H (1.734, 5.791, 0.993)  0.078
H (-0.011, 5.842, 1.225)  0.060
H (0.668, 5.721, -0.413)  0.074
H (0.799, 3.597, 1.784)  0.006
H (2.163, 3.702, -0.941)  0.076
H (2.093, 2.242, 0.047)  0.024
H (2.946, 3.669, 0.649)  0.082
H (-1.749, 4.164, 1.705)  0.087
H (-3.952, 3.245, -0.168)  0.064
H (-4.034, 3.557, 1.571)  0.086
H (-3.175, 2.139, 0.961)  -0.011
H (-2.996, 5.278, -0.845)  0.066
H (-1.638, 6.058, -0.018)  0.048
H (-3.188, 5.863, 0.800)  0.082
H (-1.318, 5.065, -1.976)  0.073
H (-1.986, 5.479, -5.076)  0.068
H (-0.308, 5.917, -5.370)  0.069
H (-1.128, 6.492, -3.918)  0.070
H (0.399, 3.477, -5.518)  0.108
H (1.110, 1.506, -4.303)  0.104
H (2.935, 1.955, -2.242)  0.101
H (4.954, 0.839, -3.061)  0.106
H (6.099, -1.115, -3.830)  0.067
H (5.086, -2.263, -4.705)  0.073
H (5.566, -2.601, -3.044)  0.076
H (2.842, -2.842, -3.235)  0.100
H (1.338, -4.075, -3.065)  0.075
H (1.323, -4.181, -0.030)  0.061
H (2.545, -3.241, -0.882)  0.070
H (2.421, -4.986, -1.146)  0.087
H (-0.850, -4.704, -1.040)  0.067
H (0.116, -5.899, -1.907)  0.081
H (-1.000, -4.856, -2.797)  0.057
H (-1.620, -2.814, -3.588)  0.076
H (-0.458, -0.108, -4.385)  0.061
H (-1.778, -0.327, -3.249)  0.016
H (-1.985, -0.807, -4.941)  0.082
H (0.954, -2.189, -5.123)  0.073
H (-0.574, -2.637, -5.891)  0.075
H (0.257, -3.793, -4.851)  0.063
C (-4.482, -0.121, 1.866)  -0.441
C (-4.450, -1.155, 0.747)  -0.424
As (-3.373, -0.617, -0.809)  1.289
C (-4.411, 0.804, -1.636)  -0.406
C (-5.757, 1.044, -1.382)  -0.105
C (-6.402, 2.120, -1.977)  -0.089
C (-5.709, 2.954, -2.847)  -0.092
C (-4.369, 2.713, -3.117)  -0.077
C (-3.723, 1.648, -2.505)  -0.127
C (-3.868, -2.120, -1.932)  -0.378
C (-4.378, -1.960, -3.217)  -0.115
C (-4.690, -3.072, -3.987)  -0.091
C (-4.513, -4.349, -3.470)  -0.096
C (-4.015, -4.511, -2.185)  -0.089
C (-3.680, -3.401, -1.422)  -0.116
As (-2.705, 0.157, 2.673)  1.302
C (-2.652, -1.268, 4.002)  -0.361
C (-3.776, -1.904, 4.516)  -0.110
C (-3.642, -2.931, 5.440)  -0.097
C (-2.380, -3.326, 5.865)  -0.090
C (-1.255, -2.681, 5.375)  -0.074
C (-1.393, -1.658, 4.447)  -0.118
C (-3.144, 1.680, 3.819)  -0.381
C (-2.098, 2.555, 4.101)  -0.147
C (-2.306, 3.684, 4.880)  -0.089
C (-3.574, 3.956, 5.375)  -0.096
C (-4.624, 3.089, 5.100)  -0.095
C (-4.409, 1.955, 4.329)  -0.108
H (-5.195, -0.426, 2.633)  0.046
H (-4.810, 0.856, 1.501)  0.048
H (-5.457, -1.417, 0.412)  0.070
H (-3.963, -2.072, 1.090)  0.041
H (-6.308, 0.394, -0.711)  0.097
H (-7.447, 2.308, -1.763)  0.099
H (-6.215, 3.793, -3.308)  0.098
H (-3.813, 3.361, -3.784)  0.102
H (-2.664, 1.497, -2.692)  0.079
H (-4.527, -0.966, -3.622)  0.097
H (-5.077, -2.940, -4.990)  0.099
H (-4.762, -5.217, -4.069)  0.097
H (-3.867, -5.503, -1.778)  0.106
H (-3.263, -3.533, -0.428)  0.063
H (-4.770, -1.616, 4.195)  0.085
H (-4.524, -3.430, 5.822)  0.097
H (-2.274, -4.140, 6.571)  0.100
H (-0.266, -2.987, 5.692)  0.111
H (-0.507, -1.171, 4.058)  0.052
H (-1.107, 2.349, 3.710)  0.017
H (-1.476, 4.345, 5.096)  0.094
H (-3.745, 4.839, 5.979)  0.096
H (-5.613, 3.296, 5.490)  0.097
H (-5.238, 1.287, 4.128)  0.092
Cl (2.886, -5.291, 3.720)  0.630
C (1.660, -4.353, 2.938)  -0.728
C (0.360, -4.824, 2.849)  -0.726
Cl (-0.064, -6.351, 3.545)  0.636
C (-0.613, -4.052, 2.214)  -0.619
Cl (-2.253, -4.608, 2.098)  0.696
C (-0.332, -2.794, 1.666)  -0.470
O (-1.243, -2.060, 1.111)  -0.355
C (1.020, -2.322, 1.746)  -0.489
O (1.318, -1.153, 1.173)  -0.605
C (1.974, -3.105, 2.380)  -0.638
Cl (3.603, -2.520, 2.410)  0.669
I (1.635, 0.623, 2.746)  0.573
I (1.847, 2.746, 4.510)  -0.009

Summary:
Net charge   -1
Largest force on an atom   0.3 eV/A
E_tot   -10722.10219 Eh
Molar mass   1454.64 g/mol

---

Record 2
Here is C58H64HgN2P2Sb2Si2 as an isolated structure at a distorted geometry from OMol25. Energies are from ωB97M-V/def2-TZVPD.

Last column: Löwdin charge in e.
Element x y z (Å)
Hg (-0.230, -1.473, -0.629)  0.705
C (1.962, -1.300, 3.895)  -0.192
Si (0.142, -1.688, 3.531)  0.284
C (-0.776, -1.419, 5.173)  -0.178
C (0.137, -3.545, 3.104)  -0.190
N (-0.428, -0.843, 2.173)  -0.306
P (-1.707, 0.021, 1.825)  0.578
C (-2.314, -0.321, 0.248)  -0.457
P (-2.654, 0.552, -1.206)  0.581
N (-1.487, 0.643, -2.264)  -0.297
Si (-1.317, 0.475, -3.946)  0.282
C (-2.864, -0.046, -4.917)  -0.176
C (0.038, -0.813, -4.271)  -0.206
C (-0.719, 2.076, -4.778)  -0.184
C (-3.433, 2.194, -0.960)  -0.292
C (-3.986, 2.582, 0.254)  -0.074
C (-4.590, 3.824, 0.384)  -0.077
C (-4.671, 4.673, -0.710)  -0.097
C (-4.134, 4.286, -1.931)  -0.092
C (-3.506, 3.056, -2.053)  -0.098
C (-4.076, -0.390, -1.904)  -0.283
C (-3.858, -1.758, -2.079)  -0.117
C (-4.819, -2.563, -2.664)  -0.096
C (-6.025, -2.011, -3.081)  -0.107
C (-6.257, -0.658, -2.899)  -0.097
C (-5.289, 0.150, -2.315)  -0.083
C (-1.375, 1.741, 2.370)  -0.285
C (-0.812, 2.619, 1.451)  -0.118
C (-0.452, 3.904, 1.820)  -0.076
C (-0.661, 4.324, 3.125)  -0.095
C (-1.202, 3.448, 4.058)  -0.091
C (-1.549, 2.156, 3.688)  -0.093
C (-3.185, -0.481, 2.803)  -0.292
C (-4.182, 0.341, 3.315)  -0.103
C (-5.345, -0.210, 3.843)  -0.095
C (-5.519, -1.583, 3.874)  -0.104
C (-4.522, -2.415, 3.376)  -0.085
C (-3.374, -1.867, 2.835)  -0.112
H (2.338, -1.982, 4.665)  0.023
H (2.117, -0.282, 4.253)  0.006
H (2.573, -1.436, 2.999)  -0.028
H (-0.465, -2.148, 5.926)  0.022
H (-1.857, -1.508, 5.048)  0.007
H (-0.560, -0.421, 5.566)  0.014
H (1.008, -4.055, 3.527)  0.016
H (0.187, -3.647, 2.017)  -0.009
H (-0.757, -4.073, 3.450)  0.014
H (-3.267, -0.987, -4.536)  0.010
H (-2.629, -0.178, -5.977)  0.022
H (-3.659, 0.701, -4.843)  0.021
H (-0.284, -1.821, -4.001)  0.008
H (0.929, -0.581, -3.680)  -0.003
H (0.329, -0.823, -5.326)  0.018
H (-1.400, 2.912, -4.602)  0.009
H (-0.631, 1.934, -5.859)  0.021
H (0.260, 2.373, -4.396)  0.012
H (-3.946, 1.897, 1.088)  0.078
H (-4.999, 4.132, 1.339)  0.100
H (-5.162, 5.634, -0.617)  0.095
H (-4.205, 4.945, -2.789)  0.099
H (-3.057, 2.743, -2.988)  0.083
H (-2.917, -2.179, -1.743)  0.066
H (-4.635, -3.623, -2.795)  0.098
H (-6.781, -2.635, -3.543)  0.092
H (-7.200, -0.225, -3.214)  0.095
H (-5.486, 1.206, -2.176)  0.096
H (-0.660, 2.273, 0.437)  0.065
H (-0.013, 4.575, 1.090)  0.107
H (-0.389, 5.330, 3.420)  0.099
H (-1.359, 3.774, 5.079)  0.098
H (-1.942, 1.459, 4.420)  0.097
H (-4.060, 1.418, 3.313)  0.089
H (-6.117, 0.443, 4.233)  0.096
H (-6.428, -2.008, 4.281)  0.093
H (-4.644, -3.491, 3.411)  0.099
H (-2.596, -2.497, 2.419)  0.094
C (4.599, -1.457, -1.119)  -0.401
C (4.983, -0.034, -0.689)  -0.399
C (4.238, 1.065, -1.447)  -0.402
Sb (2.178, 1.254, -0.757)  1.418
C (2.739, 2.320, 1.044)  -0.361
C (3.686, 3.340, 1.042)  -0.129
C (3.963, 4.050, 2.200)  -0.097
C (3.288, 3.752, 3.377)  -0.097
C (2.341, 2.741, 3.387)  -0.094
C (2.074, 2.022, 2.228)  -0.150
C (1.734, 3.153, -1.713)  -0.366
C (0.404, 3.564, -1.740)  -0.165
C (0.058, 4.835, -2.176)  -0.086
C (1.040, 5.704, -2.629)  -0.098
C (2.362, 5.285, -2.661)  -0.099
C (2.706, 4.021, -2.200)  -0.140
Sb (3.047, -2.445, 0.071)  1.360
C (2.551, -3.859, -1.502)  -0.411
C (1.305, -4.474, -1.556)  -0.191
C (0.975, -5.329, -2.600)  -0.095
C (1.894, -5.583, -3.607)  -0.102
C (3.156, -5.010, -3.541)  -0.095
C (3.485, -4.169, -2.487)  -0.134
C (4.473, -3.891, 0.864)  -0.383
C (5.685, -3.475, 1.409)  -0.143
C (6.581, -4.395, 1.934)  -0.104
C (6.268, -5.746, 1.935)  -0.110
C (5.050, -6.171, 1.422)  -0.097
C (4.158, -5.247, 0.897)  -0.131
H (5.469, -2.112, -1.073)  0.042
H (4.232, -1.449, -2.148)  0.046
H (6.058, 0.101, -0.850)  0.098
H (4.823, 0.101, 0.388)  0.080
H (4.224, 0.850, -2.518)  0.054
H (4.749, 2.019, -1.306)  0.030
H (4.207, 3.605, 0.128)  0.078
H (4.701, 4.845, 2.186)  0.095
H (3.496, 4.313, 4.280)  0.096
H (1.799, 2.512, 4.297)  0.103
H (1.330, 1.231, 2.247)  0.066
H (-0.379, 2.867, -1.472)  0.052
H (-0.984, 5.134, -2.174)  0.097
H (0.774, 6.697, -2.972)  0.095
H (3.130, 5.948, -3.043)  0.095
H (3.745, 3.712, -2.237)  0.079
H (0.573, -4.288, -0.778)  0.044
H (-0.005, -5.790, -2.628)  0.099
H (1.629, -6.223, -4.439)  0.095
H (3.886, -5.214, -4.315)  0.097
H (4.486, -3.761, -2.429)  0.087
H (5.933, -2.417, 1.421)  0.093
H (7.527, -4.063, 2.347)  0.096
H (6.969, -6.464, 2.344)  0.094
H (4.799, -7.225, 1.428)  0.098
H (3.209, -5.579, 0.493)  0.091

Summary:
Net charge   -1
Largest force on an atom   1.4 eV/A
ΔE to the lowest compared entry with this formula, charge and spin   8.7 kcal/mol
Spin multiplicity   2
Molar mass   1351.39 g/mol